The following is a quantum chemistry calculation of C66H92F12N16O26S12 as an isolated structure, from OMol25.

Last column: Mulliken charge in e.
Element x y z (Å)
H1 19.44555 14.66934 4.96238  0.33
O1 16.17194 20.57323 16.71539  -0.39
O2 12.07208 14.24303 13.06795  -0.54
S1 22.46319 20.17831 21.84576  1.16
H2 10.46654 18.92352 19.68250  0.48
O3 16.76839 14.90546 18.15967  -0.35
H3 18.84988 16.83313 5.19311  0.28
C1 12.35088 9.07921 17.72514  -1.07
H4 8.98398 18.04839 19.78139  0.31
H5 11.58184 17.24960 15.68625  0.19
H6 20.84145 18.39319 7.84180  0.43
H7 26.74182 24.06522 20.83431  0.32
C2 11.71480 20.48169 13.85904  -0.64
C3 10.56552 10.46137 16.63662  1.41
H8 12.94628 11.89281 20.26535  0.47
C4 28.45099 16.06098 21.00835  -0.34
O4 23.45919 16.05285 20.26562  -0.48
N1 21.88617 17.74883 17.50480  0.46
H9 8.40282 12.56489 14.94710  0.36
O5 12.20767 20.04495 19.34534  -0.71
S2 12.82648 14.78764 18.25805  0.82
H10 28.80216 17.92052 20.00488  0.39
O6 19.07876 16.86380 8.67422  -0.35
H11 6.82247 10.55658 13.86185  0.38
H12 13.41255 19.44807 9.96420  0.33
H13 17.89811 21.04787 24.46033  0.34
H14 19.51024 14.12243 9.64413  0.40
C5 16.14169 24.49902 21.76099  0.77
C6 27.94887 13.85857 22.00352  -0.80
C7 19.52657 13.70003 6.94884  -1.31
H15 14.04876 14.58769 15.25553  -0.23
C8 9.53944 19.90640 15.72406  -0.73
F1 26.69203 15.43063 17.36286  -0.29
N2 16.90575 23.46049 22.65907  1.02
C9 21.19995 15.32183 6.13132  -0.82
H16 24.90970 23.78132 20.47611  0.42
C10 28.09864 17.36591 20.65382  -0.86
C11 21.34685 17.47962 7.51366  -1.92
C12 11.99527 18.62263 11.86122  -0.42
C13 9.02932 11.70030 15.27902  -0.97
H17 17.95993 13.35803 9.20554  0.42
H18 8.82051 19.80441 19.67298  0.29
H19 20.98632 17.76883 19.33985  0.65
C14 18.72406 14.72851 7.72345  1.70
O7 26.62157 15.06637 19.63851  -0.45
C15 18.16536 16.59613 16.01408  1.48
H20 21.87903 14.90055 6.85218  0.41
O8 25.75831 17.19036 18.78464  -0.31
H21 16.13947 21.42584 21.11170  0.46
S3 25.89973 15.75842 18.63643  1.13
F2 14.11505 16.25232 11.55026  -0.21
C16 15.62898 22.25825 24.50029  -1.67
H22 17.50421 15.07638 5.92254  0.39
H23 21.80151 16.94193 8.36811  0.43
C17 19.68249 17.07057 17.76076  -0.77
C18 20.20712 14.28569 5.70098  -0.64
S4 13.05920 20.32049 18.25632  1.17
H24 12.74785 21.77813 12.48890  0.44
C19 17.15138 25.36024 20.87746  -1.54
H25 15.54423 23.53859 19.88682  0.07
N3 12.41466 19.89592 11.68749  0.19
H26 17.16343 20.09768 23.24842  0.43
C20 17.11031 17.30204 16.43221  -1.39
N4 14.34306 15.23148 18.28638  -0.29
N5 15.69814 15.81638 15.24405  1.84
C21 12.71876 11.04074 19.64682  -0.38
H27 18.85182 14.81723 14.99035  0.91
F3 12.49689 12.44198 11.64191  -0.29
F4 13.87876 10.27790 13.82134  -0.29
H28 28.14191 13.45949 20.99017  0.33
O9 21.69116 23.25821 19.45192  -0.60
C22 12.30958 20.80788 12.65129  -0.65
N6 24.50923 14.93518 18.29814  -0.60
H29 20.25857 13.20455 7.63628  0.37
O10 23.45188 20.46012 22.87899  -0.77
H30 16.50198 26.09382 20.39021  0.40
H31 21.91697 15.63488 5.27786  0.41
C23 25.67101 21.45254 21.51106  -0.41
H32 17.17744 18.25000 17.00417  0.76
H33 18.82286 16.89322 18.37464  0.81
O11 16.41793 22.31232 18.43447  -0.68
H34 13.65857 16.26358 14.87785  -0.86
S5 15.54479 21.47401 17.71205  0.78
F5 12.27236 15.79858 17.08173  -0.19
C24 19.53796 16.94207 16.39608  -0.44
O12 17.03209 18.75023 13.55072  -0.61
H35 12.03017 18.06351 10.91126  0.53
C25 26.52662 15.90234 22.30216  -0.30
H36 16.44699 14.34701 14.15239  0.76
C26 14.42433 15.44726 14.68065  -0.35
H37 19.39504 18.42912 5.96359  0.39
H38 27.18062 21.82095 18.53742  0.41
H39 17.56383 24.73020 20.08292  0.39
H40 25.15706 22.17486 22.17195  0.48
H41 20.71319 13.43756 5.19920  0.38
H42 22.10657 17.68842 6.85660  0.53
H43 9.15615 20.73164 15.12302  0.59
H44 15.42671 9.18890 19.89191  0.34
C27 15.54601 21.56989 21.98068  -1.18
O13 15.58040 16.67405 9.70036  -0.57
C28 11.46272 10.18115 17.78036  1.11
H45 26.17165 23.70730 19.21445  0.31
S6 23.37527 14.94050 19.33436  1.07
O14 23.45816 21.59079 19.22486  -0.51
H46 28.85542 13.66851 22.63893  0.29
H47 20.38837 17.48426 14.49119  0.62
N7 26.12395 22.02248 20.42034  0.13
H48 17.90789 25.81282 21.51641  0.45
N8 27.66132 15.38853 21.88911  0.06
H49 14.88091 23.01596 24.39309  0.38
C29 9.90345 11.68285 16.33405  0.39
O15 22.04387 14.67905 18.89183  -0.61
C30 15.07940 23.81361 20.85305  -0.34
H50 16.62364 14.38841 7.23934  0.50
O16 14.62146 12.58040 14.21634  -0.45
N9 13.56340 10.00829 19.47693  0.11
S7 15.54262 14.22222 18.32226  0.85
S8 13.60963 11.59985 14.58306  0.48
H51 15.47062 10.98502 19.75254  0.29
H52 18.87539 12.85963 6.67500  0.46
C31 11.29686 18.30146 12.97713  -0.19
C32 10.84799 17.94608 16.04602  -0.05
C33 10.47215 18.96562 15.25252  0.24
H53 22.62839 17.88098 15.61216  0.58
H54 18.41816 21.21243 22.76335  0.57
H55 11.54909 21.16713 14.69307  0.61
S9 22.17512 21.95266 19.68936  1.02
F6 15.35888 20.19404 12.64078  -0.31
O17 22.75830 19.15733 20.86029  -0.39
H56 10.08689 12.63694 16.84560  0.26
H57 14.75836 10.06747 21.21169  0.38
N10 8.79334 10.55347 14.56652  0.23
C34 20.55296 17.31348 15.55138  -0.94
H58 9.22302 8.54020 14.11465  0.35
N11 14.39279 20.93514 18.56206  -0.19
H59 16.25717 25.81515 23.52824  0.41
H60 17.99353 15.06824 9.71461  0.41
F7 21.16597 19.85312 22.62712  -0.16
C35 9.45142 18.92521 19.38695  -0.86
C36 19.68489 17.38712 5.67669  -1.36
H61 25.80109 15.30705 22.82466  0.38
H62 25.39661 19.60972 22.62500  0.58
C37 26.75019 21.32133 19.41209  -0.49
C38 14.53250 22.59317 21.56380  -0.96
C39 11.18573 19.23312 13.97639  1.20
O18 12.45017 13.53052 17.63735  -0.04
F8 12.39793 21.63631 17.45446  -0.41
H63 12.47318 20.95053 9.90170  0.35
H64 12.24622 8.26694 17.05521  0.53
C40 17.51800 21.10070 23.38935  -2.01
H65 20.50617 17.59544 4.99056  0.44
H66 13.73890 22.21159 20.95224  0.29
H67 14.19232 8.24352 18.68120  0.34
C41 17.38029 15.09659 6.99480  -1.74
H68 14.96132 17.31444 16.42292  0.51
C42 13.13975 20.33965 10.49776  -1.00
C43 20.43085 16.56792 6.76683  0.88
C44 20.83641 17.52492 18.28620  -0.68
O19 10.24820 12.59464 12.79023  -0.55
H69 15.18481 21.35967 24.85788  0.40
H70 29.28504 15.60976 20.57466  0.46
F9 21.17470 21.01562 18.85916  -0.24
F10 14.79016 22.52054 16.90145  -0.27
H71 14.00488 20.87014 10.79316  0.42
H72 23.90262 18.19700 17.11690  0.30
H73 7.96325 11.45204 12.84250  0.32
O20 13.09992 19.34197 17.18931  -0.33
C45 9.36608 9.36704 14.84023  -0.20
O21 16.30041 15.88697 11.87613  -0.56
S10 11.66103 12.86492 12.97104  0.91
H74 15.10380 20.64040 22.31802  0.62
H75 8.63057 20.60539 17.46160  0.47
C46 18.53598 14.29964 9.13376  -1.83
N12 15.60404 18.26481 11.56449  -0.67
N13 12.17510 11.83646 14.14230  -0.01
C47 26.90275 17.97009 21.10846  0.87
C48 18.01695 15.40703 15.24982  -1.27
C49 25.94984 23.55132 20.26997  -0.95
H76 27.52199 19.54183 18.86043  0.70
H77 10.86662 8.50905 16.23364  0.30
C50 23.21384 18.24824 17.97274  -0.53
C51 16.75750 15.13674 14.80184  -0.91
H78 10.88801 17.24346 13.15172  0.48
O22 12.13679 15.20919 19.47548  -0.74
H79 23.09140 19.31492 18.33028  0.20
O23 15.39916 13.28540 19.32973  -0.66
H80 10.61648 17.14679 18.12152  0.60
H81 14.80749 24.86332 23.42557  0.35
O24 14.55606 18.21147 13.83798  -0.19
H82 10.89814 11.93376 18.86917  0.62
H83 27.00436 13.40560 22.31629  0.34
C52 14.88612 10.09866 20.12164  -0.83
H84 14.03619 22.81665 22.54982  0.55
C53 21.74195 17.64477 16.13236  -0.10
C54 25.85749 20.10824 21.72245  -0.49
C55 15.54803 25.37029 22.82425  -1.50
H85 17.00396 16.05520 7.41198  0.45
H86 14.32278 24.62586 20.61163  0.46
S11 15.70890 18.68317 13.07726  1.14
C56 7.79929 10.56509 13.46000  -0.92
C57 15.85571 16.90705 16.02341  -0.12
C58 10.30639 9.38438 15.88486  -1.17
O25 13.50156 11.13029 15.95714  -0.32
N14 9.67831 18.92415 17.83387  0.20
N15 21.97777 21.56889 21.14129  -0.49
H87 15.08121 26.12157 22.15157  0.47
C59 26.91680 19.95209 19.58802  -0.74
C60 16.38949 22.10948 23.11259  1.34
C61 11.56769 11.08625 18.81177  -0.65
F11 15.24481 13.36117 17.02057  -0.15
C62 26.09105 17.19913 21.89804  -0.46
H88 7.93216 9.64615 12.91476  0.31
N16 19.41956 16.10941 7.83890  0.95
H89 23.55216 17.77849 18.85873  -0.20
O26 17.99969 23.68865 23.09569  -0.40
S12 15.47568 16.73986 11.08926  1.14
H90 16.30404 22.49130 25.29834  0.49
H91 25.05092 17.47530 21.98964  0.07
C63 13.37128 8.98601 18.59100  -0.50
C64 10.40297 17.86496 17.34246  -1.28
F12 23.74764 13.74460 20.26755  -0.25
H92 14.57096 15.17203 13.62163  0.84
C65 26.51153 19.34146 20.76166  1.13
C66 9.24422 19.87529 17.03910  -0.32

Results
LUMO level = -0.3016 Ha
Largest force on an atom = 4.9 eV/Å
HOMO level = -15.27 eV
Energy = -11377.6805 Eh
2S+1 = 1
Total charge = +4